# 1
Entry from OMol25: 3 unconnected molecules or ions with the total composition C20H30BrCl5IN3O3P in a non-equilibrium geometry (ωB97M-V/def2-TZVPD).

The geometry in XYZ format:
```
64
Properties=species:S:1:pos:R:3:forces:R:3
I 0.2308 -4.1713 2.7397 0.07 -0.28 0.48
Br -1.8699 -4.5252 -2.5330 0.33 0.00 1.65
Cl 7.4731 -0.4399 -2.1638 2.66 -1.77 0.08
Cl -2.2858 -0.9579 -1.0289 1.43 -0.97 1.09
Cl 9.9079 -1.7622 -4.1715 -0.06 0.05 0.03
Cl -7.3594 1.9543 1.2364 0.11 -0.05 0.05
Cl -5.5970 3.9648 -0.8989 0.06 -0.07 0.01
P -0.6276 -4.4882 -0.5784 1.37 -1.34 -1.11
O -2.3274 3.5754 0.3766 -0.11 0.49 2.61
O 0.3858 -2.0274 -2.5534 2.56 3.37 6.69
O -0.7473 -6.1222 0.0059 0.78 1.61 -0.50
N -2.6014 -3.0642 4.2016 -0.18 0.46 -0.52
N -2.8399 -1.4119 2.2519 1.58 -3.78 2.55
N -1.6150 -3.6733 1.9876 -2.01 4.02 1.17
C 2.7315 0.1760 -3.1802 2.73 -0.81 3.44
C -1.5599 -0.8149 1.6786 1.47 0.02 -1.11
C -3.0869 3.0358 1.5277 -0.66 -0.72 -0.05
C -3.2111 1.3807 1.3257 0.80 1.71 -1.15
C 3.5102 -0.8054 -0.5713 1.77 2.30 -2.80
C 10.1401 -0.8610 -2.6527 0.14 0.05 0.28
C -1.6843 0.8003 1.4359 0.17 0.58 0.79
C -1.7975 4.9204 0.6671 0.36 1.00 -1.12
C -2.3881 -2.7281 2.8780 1.27 0.31 -1.99
C -7.9255 3.4541 0.4593 -0.17 0.34 -0.20
C 2.3895 -0.6447 -1.8028 2.50 0.88 0.57
C -1.1580 -1.6673 0.2960 0.11 0.21 1.25
C 0.4291 -1.4104 0.0429 0.60 0.98 -0.26
C -1.5888 -3.2422 0.5394 -3.21 0.36 -0.53
C 0.9421 -1.4282 -1.5033 0.04 -1.40 -5.34
C 5.0067 -0.1452 -0.7066 -4.10 0.12 -2.98
C 4.2404 0.8569 -3.3254 -1.45 -2.37 3.65
C 5.3360 0.6646 -2.1166 -4.48 -0.17 0.13
C 9.0311 -1.1334 -1.6489 0.52 -0.31 -0.09
C -7.3464 3.6316 -0.9353 -0.32 -0.01 0.00
H 0.1541 -6.5567 -0.1625 -1.80 1.10 0.25
H 4.4638 1.4599 -4.3092 -0.28 -1.38 2.32
H -7.6681 4.2931 1.1133 0.05 -0.22 -0.17
H -3.9683 0.9649 2.1140 1.46 0.73 -1.59
H -3.5664 -2.9648 4.6094 1.63 0.36 -0.60
H 8.8878 -2.2063 -1.4866 0.05 0.21 -0.15
H -1.8265 -3.3416 4.8715 -1.38 -0.04 -1.65
H 1.1560 -2.1348 0.6499 -1.92 1.31 -1.31
H -1.8380 5.2221 1.8022 0.08 -0.75 -2.22
H 9.2787 -0.6744 -0.6870 -0.01 0.01 -0.20
H 0.6766 -0.3225 0.4686 -0.50 -2.33 -1.10
H 6.4189 1.1229 -2.2411 -3.50 -0.10 0.25
H -7.8210 4.4852 -1.4284 0.06 -0.11 0.17
H -1.0269 1.1605 0.5069 -1.67 -1.02 1.97
H -7.5106 2.7453 -1.5558 0.09 0.15 0.21
H -9.0163 3.3888 0.4039 0.20 -0.04 -0.07
H -2.4194 5.6994 0.0198 1.22 -1.53 1.55
H -0.6869 -0.9959 2.4368 -1.43 0.33 -1.37
H 3.2689 -1.4082 0.4291 0.48 1.46 -2.54
H -3.2133 -0.8555 3.0513 0.35 -0.40 -1.00
H -2.7204 -3.3121 0.1622 2.29 0.27 1.07
H -4.1572 3.5097 1.5266 1.89 -0.95 0.06
H -2.5734 3.2819 2.5597 -0.77 -0.46 -2.02
H 5.7882 -0.2644 0.1847 -1.87 0.33 -2.41
H -3.5822 1.2488 0.2029 0.51 0.03 2.68
H -1.1798 1.3245 2.3795 -1.06 -1.20 -1.89
H 11.1016 -1.1799 -2.2393 -0.19 0.01 -0.03
H 10.2106 0.2034 -2.8966 -0.11 -0.23 0.03
H -0.6795 4.9736 0.2551 -2.42 -0.21 1.08
H 1.9120 0.2432 -4.0199 1.89 -0.12 1.91
```
Positions in Å, forces in eV/Å.

Properties
* LUMO level: -5.09 eV
* HOMO-LUMO gap: 5.3 eV
* relative energy (zero: lowest compared OMol25 entry of this formula, charge and spin): 7.809 eV
* total charge: +1
* calculated total energy: -6683.31996 Ha
* HOMO energy: -10.35 eV

Charges computed using Mulliken, reported in e: I 0.283; Br -0.177; Cl -0.172; Cl -0.024; Cl -0.172; Cl -0.176; Cl -0.132; P 0.340; O -0.281; O -0.453; O -0.498; N -0.360; N -0.351; N -0.455; C -0.362; C -0.014; C -0.570; C -0.197; C -0.098; C -0.454; C -0.919; C -0.591; C 0.303; C -0.517; C 0.223; C 0.707; C -0.766; C -0.616; C 0.418; C -0.458; C -0.424; C -0.256; C -0.480; C -0.470; H 0.372; H 0.299; H 0.315; H 0.176; H 0.295; H 0.339; H 0.252; H 0.185; H 0.287; H 0.281; H 0.443; H 0.414; H 0.314; H 0.226; H 0.321; H 0.356; H 0.201; H 0.279; H 0.091; H 0.375; H 0.639; H 0.257; H 0.431; H 0.282; H 0.176; H 0.398; H 0.320; H 0.306; H 0.215; H 0.326


# 2
Entry from OMol25: 2 unconnected molecules or ions with the total composition CH3OPS in a non-equilibrium geometry (ωB97M-V/def2-TZVPD).

The geometry in XYZ format:
```
7
Properties=species:S:1:pos:R:3:forces:R:3
S 0.5697 1.1800 -1.3134 0.39 0.64 0.59
P -0.3847 -0.5718 -0.6895 -3.34 0.68 0.54
O 1.0375 0.0887 1.3657 0.03 -0.60 1.22
C 0.1498 -0.6732 1.0749 0.68 0.80 0.20
H 0.9316 1.0125 -2.6064 -0.49 -0.76 0.29
H -0.3665 -1.3763 1.8340 0.50 0.73 -1.09
H -1.9373 0.3400 0.3349 2.22 -1.48 -1.75
```
Positions in Å, forces in eV/Å.

Properties
* LUMO level: -0.74 eV
* HOMO-LUMO gap: 8.7 eV
* relative energy (zero: lowest compared OMol25 entry of this formula, charge and spin): 2.634 eV
* calculated total energy: -854.57645 Ha
* HOMO energy: -9.47 eV

Charges computed using Mulliken, reported in e: S -0.189; P 0.011; O -0.410; C 0.046; H 0.165; H 0.345; H 0.031


# 3
Entry from OMol25: 2 unconnected molecules or ions with the total composition C9H14O2 in a non-equilibrium geometry (ωB97M-V/def2-TZVPD).

The geometry in XYZ format:
```
25
Properties=species:S:1:pos:R:3:forces:R:3
O 2.5761 0.7184 2.2771 0.12 0.12 0.48
O 1.5597 -2.8314 -0.7301 0.20 -0.25 -0.10
C -0.7485 -2.2797 -1.2640 -0.10 -0.44 -1.23
C 1.3843 1.0535 1.6586 0.03 0.55 -0.14
C -2.0567 1.3736 -0.8694 -0.38 -0.30 0.30
C 0.2162 0.5467 2.1246 -0.98 -0.43 0.09
C -0.8529 1.3070 0.0529 -0.83 1.12 -0.79
C 0.4705 -1.9260 -0.4908 0.57 -0.31 0.06
C -0.9876 0.7932 1.3519 0.17 -0.44 -0.38
C 1.4024 1.9485 0.5686 0.53 -0.15 -0.61
C 0.2925 1.9449 -0.3713 1.00 -0.44 1.33
H 3.2781 1.1168 1.7563 -0.02 0.02 -0.09
H 1.7035 -2.9617 -1.6716 -0.15 0.24 -0.06
H -0.5376 -2.1707 -2.3386 -0.02 0.15 0.03
H 2.3401 2.4631 0.3559 -0.06 -0.10 -0.18
H -2.2306 0.4454 -1.4265 0.20 0.09 -0.21
H -2.9903 1.5167 -0.3120 0.12 0.10 0.19
H 0.7402 -0.9015 -0.7329 0.22 0.22 0.36
H -1.9774 2.2195 -1.5536 0.08 -0.15 -0.18
H -1.9074 0.2536 1.5599 0.04 0.07 0.29
H -1.0032 -3.3378 -1.1563 -0.34 0.15 0.38
H 0.1292 -0.0385 3.0326 0.36 -0.14 -0.05
H 0.4560 2.3928 -1.3425 -0.43 0.05 -0.12
H 0.2994 -2.0599 0.5642 -0.11 0.49 0.42
H -1.5558 -1.5866 -1.0432 -0.20 -0.23 0.22
```
Positions in Å, forces in eV/Å.

Properties
* spin multiplicity: 2
* LUMO level (spin up / spin down): 3.54 / 3.51 eV
* HOMO-LUMO gap (spin up / spin down): 3.1 / 6.8 eV
* relative energy (zero: lowest compared OMol25 entry of this formula, charge and spin): 0.000 eV
* total charge: -1
* calculated total energy: -501.75328 Ha
* HOMO energy (spin up / spin down): 0.43 / -3.32 eV

Charges computed using Mulliken, reported in e: O -0.596; O -0.575; C -1.142; C 0.677; C -1.393; C -0.458; C 1.075; C 0.183; C -0.972; C -0.954; C -0.525; H 0.249; H 0.293; H 0.321; H 0.207; H 0.192; H 0.336; H 0.088; H 0.366; H 0.165; H 0.343; H 0.392; H 0.325; H 0.212; H 0.193


# 4
Entry from OMol25: C3H6OS in the gas phase in a non-equilibrium geometry (ωB97M-V/def2-TZVPD).

The geometry in XYZ format:
```
11
Properties=species:S:1:pos:R:3:forces:R:3
S 1.1781 -0.5391 -2.0831 -0.40 0.02 0.91
O -0.3596 0.9375 2.2327 -0.11 0.15 0.22
C -0.8913 0.2315 1.4238 0.66 -0.73 -0.29
C -0.0953 -0.6791 0.4820 -0.14 -0.62 0.28
C 0.4492 0.2725 -0.5783 -0.09 -0.76 -0.34
H 1.2206 0.8709 -0.1048 -0.17 0.35 -0.11
H -0.4137 0.8544 -0.9086 0.40 0.33 -0.16
H 0.9230 0.5378 -2.8066 0.08 0.22 -0.49
H -0.7180 -1.4927 0.1011 -0.34 0.44 -0.42
H -1.9816 0.2501 1.2545 -0.13 0.08 0.06
H 0.6886 -1.2438 0.9874 0.26 0.52 0.34
```
Positions in Å, forces in eV/Å.

Properties
* LUMO level: 0.78 eV
* SMILES: O=CCCS
* HOMO-LUMO gap: 10.1 eV
* relative energy (zero: lowest compared OMol25 entry of this formula, charge and spin): 0.753 eV
* calculated total energy: -591.30534 Ha
* HOMO energy: -9.36 eV

Charges computed using Mulliken, reported in e: S -0.218; O -0.445; C -0.024; C -0.537; C -0.664; H 0.361; H 0.378; H 0.125; H 0.340; H 0.360; H 0.324


# 5
Entry from OMol25: C5H10N2 in the gas phase (ωB97M-V/def2-TZVPD).

The geometry in XYZ format:
```
17
Properties=species:S:1:pos:R:3:forces:R:3
N 0.8573 0.5485 1.3620 -0.10 0.16 0.03
N 0.2491 1.1058 -1.4128 -0.11 -0.33 0.08
C -1.9323 -0.2525 0.1009 0.00 -0.01 0.09
C 2.1471 0.1629 0.7961 0.31 0.00 -0.03
C 0.4132 -0.1930 -1.0351 0.39 -0.01 0.03
C 0.9021 -0.5100 0.3680 -0.05 -0.18 -0.09
C -1.1411 0.0143 -1.1742 -0.38 -0.28 -0.03
H -1.8479 -1.3073 0.3829 0.00 0.15 -0.04
H 2.6090 0.8403 0.0783 -0.07 -0.10 0.11
H -1.5786 0.3444 0.9444 -0.04 -0.06 -0.18
H -1.3137 1.0741 -1.5008 -0.04 0.20 -0.05
H -1.4442 -0.5755 -2.0407 0.04 0.14 0.07
H 2.8355 -0.3298 1.4773 -0.12 0.07 -0.08
H 0.6758 -1.5099 0.7424 0.07 0.18 -0.09
H -2.9897 -0.0293 -0.0670 0.14 -0.01 0.00
H 0.7676 -0.9351 -1.7751 -0.07 0.17 0.14
H 0.5414 1.3912 0.8759 0.03 -0.08 0.06
```
Positions in Å, forces in eV/Å.

Properties
* LUMO level: 0.93 eV
* HOMO-LUMO gap: 9.6 eV
* relative energy (zero: lowest compared OMol25 entry of this formula, charge and spin): 4.781 eV
* calculated total energy: -305.84816 Ha
* HOMO energy: -8.68 eV

Charges computed using Mulliken, reported in e: N -0.575; N -0.683; C -1.117; C -0.491; C 0.149; C -0.318; C -0.268; H 0.282; H 0.231; H 0.351; H 0.232; H 0.327; H 0.265; H 0.371; H 0.370; H 0.513; H 0.361


> Number 5 is which compound?

C5H10N2